{"formula": "CH2LiO4", "method": "ωB97M-V/def2-TZVPD", "species": ["O", "Li", "O", "H", "C", "O", "O", "H"], "positions_angstrom": [[-1.4469, 0.1703, -0.0598], [-0.5953, 0.2286, 1.7098], [0.8226, 1.3789, 0.9577], [1.7108, 1.1587, 0.6263], [-0.4052, -0.5286, -0.2684], [-0.0449, -1.3298, 0.6451], [-0.1344, -0.9293, -1.5460], [0.0933, -0.1488, -2.0648]], "forces_ev_per_a": [[1.47, 2.19, -0.25], [-0.21, -0.45, -0.33], [0.04, 0.59, 0.22], [-0.05, -0.24, -0.02], [-3.99, -4.38, 0.94], [1.70, 1.29, -0.14], [1.48, 1.03, -0.10], [-0.43, -0.03, -0.31]], "s_squared": 0.7555, "lumo_energy_ev": [-0.2, -3.5], "multiplicity": 2, "homo_energy_ev": [-9.38, -9.33], "max_force_ev_per_a": 6.0}

---

{"formula": "C23H65Cl2NO25P6", "method": "ωB97M-V/def2-TZVPD", "species": ["C", "C", "O", "N", "C", "H", "H", "H", "H", "H", "H", "H", "C", "O", "P", "O", "O", "C", "O", "C", "H", "H", "H", "H", "H", "H", "H", "H", "H", "C", "O", "P", "O", "O", "C", "O", "C", "H", "H", "H", "H", "H", "H", "H", "H", "H", "C", "O", "P", "O", "O", "C", "O", "C", "H", "H", "H", "H", "H", "H", "H", "H", "H", "C", "O", "P", "O", "O", "C", "O", "C", "H", "H", "H", "H", "H", "H", "H", "H", "H", "C", "O", "P", "O", "O", "C", "O", "C", "H", "H", "H", "H", "H", "H", "H", "H", "H", "C", "O", "P", "O", "O", "C", "O", "C", "H", "H", "H", "H", "H", "H", "H", "H", "H", "Cl", "C", "C", "Cl", "H", "H", "H", "H"], "positions_angstrom": [[-19.7151, -1.7054, 12.2434], [-19.8989, -2.2782, 10.8719], [-20.2744, -1.6016, 9.9132], [-19.3952, -3.4453, 10.6054], [-19.4485, -4.0350, 9.2710], [-18.6699, -1.4794, 12.4546], [-20.0419, -2.2358, 13.1378], [-20.2630, -0.7632, 12.2570], [-18.9034, -3.9620, 11.3204], [-18.4256, -4.3614, 9.0835], [-19.8437, -3.5006, 8.4072], [-19.9426, -4.9866, 9.4673], [-15.4685, -6.6661, 8.0604], [-15.5150, -7.1992, 9.4399], [-16.4089, -8.6060, 9.5951], [-17.5838, -8.7825, 8.6679], [-16.6751, -8.6951, 11.1980], [-17.4346, -7.6338, 11.7953], [-15.3228, -9.7629, 9.3267], [-14.8838, -10.0825, 8.0357], [-15.6802, -7.3829, 7.2670], [-14.4637, -6.3459, 7.7846], [-16.1049, -5.7944, 7.9078], [-17.7943, -7.0039, 10.9817], [-16.9001, -6.9911, 12.4948], [-18.1508, -8.1267, 12.4528], [-14.8709, -11.1638, 7.8991], [-13.9891, -9.5592, 7.6984], [-15.5726, -9.7103, 7.2774], [-17.2547, -0.0449, 9.2663], [-16.1824, 0.0028, 8.3526], [-16.3078, -0.8350, 6.9506], [-15.2490, -0.4224, 5.9935], [-16.3043, -2.4329, 7.3735], [-15.1077, -2.8987, 7.9998], [-17.8084, -0.6203, 6.4404], [-18.2673, -1.0498, 5.2100], [-17.1162, -0.7564, 10.0804], [-18.2550, -0.1887, 8.8580], [-17.2558, 0.9598, 9.6892], [-14.9765, -3.9544, 7.7621], [-15.0164, -2.5976, 9.0434], [-14.2389, -2.4608, 7.5084], [-18.9471, -0.4058, 4.6522], [-18.7451, -1.9800, 5.5176], [-17.5504, -1.4058, 4.4701], [-21.5891, -8.0877, 11.8835], [-20.7913, -6.9032, 11.9493], [-20.4377, -6.1999, 13.3703], [-19.5269, -5.0378, 13.2095], [-21.8946, -5.9822, 14.0832], [-22.7864, -5.1202, 13.6423], [-19.7954, -7.3664, 14.2480], [-19.4042, -7.2615, 15.5858], [-22.1146, -8.2098, 12.8307], [-20.9132, -8.9401, 11.8145], [-22.3643, -8.1910, 11.1242], [-23.6151, -5.6462, 13.1684], [-22.4513, -4.3401, 12.9587], [-23.0260, -4.6695, 14.6054], [-19.5077, -6.2566, 15.9951], [-18.4209, -7.7133, 15.7168], [-20.1627, -7.8280, 16.1261], [-22.2240, -1.4877, 16.0631], [-21.2726, -1.5549, 17.0828], [-21.0746, -2.9048, 17.9041], [-22.3419, -3.4666, 18.4553], [-20.2372, -3.9361, 16.8762], [-19.1560, -3.3582, 16.1844], [-20.0225, -2.5030, 19.0571], [-18.9652, -3.4426, 19.3967], [-22.9938, -0.7363, 16.2394], [-22.7495, -2.4139, 15.8304], [-21.7093, -1.1722, 15.1556], [-18.2980, -3.9008, 16.5814], [-18.9712, -2.2940, 16.3312], [-19.3711, -3.3667, 15.1159], [-18.7583, -3.3201, 20.4599], [-17.9845, -3.4346, 18.9210], [-19.3511, -4.4603, 19.3379], [-12.0011, 0.7857, 15.0722], [-12.5467, 0.9734, 13.8015], [-14.0354, 0.3874, 13.3550], [-14.2737, -1.0223, 13.8143], [-15.0267, 1.4213, 14.0948], [-16.4073, 1.1131, 14.2090], [-14.1481, 0.7494, 11.7467], [-13.4186, -0.1521, 10.8113], [-11.2043, 0.0425, 15.0452], [-12.7659, 0.5714, 15.8187], [-11.5521, 1.7035, 15.4518], [-17.0671, 1.7701, 13.6424], [-16.6325, 1.0244, 15.2718], [-16.6959, 0.1450, 13.7995], [-13.2333, -1.1006, 11.3154], [-12.4492, 0.3224, 10.6587], [-13.8997, -0.2688, 9.8402], [-13.8761, -0.6858, 22.0363], [-13.4282, -1.4805, 20.9388], [-14.5714, -2.4745, 20.3287], [-15.8990, -1.8814, 20.0606], [-14.5762, -3.9042, 21.1747], [-13.3773, -4.6706, 21.1427], [-13.7670, -2.9104, 18.9570], [-14.0428, -2.2812, 17.7403], [-13.1153, -0.0915, 22.5424], [-14.3011, -1.2644, 22.8565], [-14.6810, 0.0040, 21.7829], [-12.4674, -4.0989, 21.3253], [-13.2100, -5.1938, 20.2012], [-13.4475, -5.3951, 21.9540], [-14.8663, -1.5746, 17.6374], [-14.3776, -3.1271, 17.1398], [-13.0917, -2.0544, 17.2586], [-15.7328, -3.1094, 11.3729], [-15.2201, -3.9689, 12.8557], [-16.1696, -3.8405, 13.9913], [-15.8440, -4.8518, 15.2833], [-14.1992, -3.6818, 13.1072], [-15.1185, -5.0082, 12.5430], [-17.1666, -4.1704, 13.6993], [-16.2823, -2.8203, 14.3580]], "forces_ev_per_a": [[-0.46, 0.99, 0.97], [0.60, 1.77, -1.09], [-1.02, 0.93, 0.59], [0.57, -1.64, -0.16], [1.02, -1.76, 1.01], [0.21, -0.01, -0.37], [-0.22, -0.69, -0.42], [0.12, 0.09, -0.07], [-0.34, -0.16, 0.02], [0.20, 0.23, -0.56], [-0.08, 0.36, 0.83], [-0.54, -0.09, -0.74], [0.40, -0.01, -0.11], [-1.43, -1.03, -1.30], [-0.26, -0.07, -1.00], [1.82, 0.98, 1.76], [1.34, -0.05, -1.85], [-0.22, 0.04, 0.14], [-0.35, 0.74, 1.73], [-0.77, 0.31, -1.81], [-0.54, -0.34, 0.46], [0.30, 0.01, 0.80], [-0.32, -0.26, 0.48], [-0.78, 0.03, 0.45], [0.88, -0.15, -0.30], [-0.56, 0.19, -0.64], [0.45, 0.13, 0.28], [0.63, -0.36, 0.85], [-0.65, -0.18, 0.09], [-0.93, 1.05, 1.24], [-0.15, -1.60, -2.42], [0.93, 0.21, -0.17], [-1.05, -0.74, 1.17], [-0.38, 1.73, -0.17], [1.13, 0.40, -0.88], [1.83, 1.51, 1.83], [-0.83, -2.69, -1.23], [0.30, -0.22, -0.16], [0.23, -0.26, -0.43], [-0.13, -0.07, 0.33], [-0.49, 0.00, 0.67], [-0.43, -0.51, -0.05], [0.08, 0.34, -0.19], [0.01, 0.46, 0.80], [-0.86, -0.08, -0.77], [0.81, 0.52, 0.32], [0.06, -1.17, 1.49], [0.21, 1.04, 0.65], [-0.23, -0.59, -0.23], [-1.18, -0.71, 0.03], [6.10, -3.93, 0.13], [-3.03, 2.99, -0.19], [-0.80, 0.47, -2.29], [-0.86, -0.16, 1.43], [-0.10, -0.02, 0.11], [0.01, 0.02, -0.23], [0.49, 0.97, -0.47], [-0.32, 0.18, 0.12], [0.38, -0.01, -0.10], [-1.35, 0.82, -0.49], [0.52, 0.19, -0.26], [-0.05, 0.29, -0.03], [0.30, -0.27, 0.37], [-0.82, 0.36, -1.60], [0.94, -0.40, 1.19], [-0.65, -1.58, 0.76], [1.79, 0.35, -1.21], [-2.45, 1.68, 1.83], [0.81, 0.46, -0.34], [0.61, -0.18, -1.53], [-0.55, -1.00, 1.42], [0.15, 0.03, 0.50], [0.20, -0.25, 0.36], [0.08, -0.04, -0.09], [0.39, 0.06, -0.98], [-0.28, 0.16, 0.80], [0.45, -0.91, -0.10], [-0.10, 0.43, -0.07], [-0.40, 0.90, -0.71], [-0.10, -0.04, -0.28], [0.15, 0.06, 1.35], [-2.34, -0.21, -2.20], [0.93, -0.12, 0.58], [0.37, 1.65, -1.12], [0.90, -0.28, -1.25], [-0.89, -1.04, 0.09], [0.30, -1.23, 1.69], [0.74, 0.61, 1.09], [-0.27, -0.25, 0.04], [-0.01, -0.54, -0.05], [0.05, 0.29, -0.50], [0.43, 0.71, 0.40], [-0.21, 0.53, -0.08], [0.61, -0.39, -0.11], [-0.29, -0.13, -0.24], [-0.02, 0.00, -0.12], [-0.55, 0.22, 0.45], [-0.90, 0.62, 1.35], [-1.13, -0.70, 0.29], [1.08, -1.04, -1.87], [1.02, -0.60, 0.90], [0.03, 2.59, -1.26], [0.83, -0.67, 0.42], [-0.90, 0.42, 3.47], [-0.10, -1.70, -2.27], [0.62, -0.26, -0.78], [0.04, -0.60, -0.13], [0.09, -0.02, -0.58], [-0.17, 0.43, 0.06], [-0.44, 0.08, -0.09], [-0.16, -0.01, -0.11], [0.47, 0.47, 0.79], [-0.27, 0.08, -0.50], [-0.13, 0.91, 0.25], [-0.19, 0.11, 0.51], [1.28, -0.86, -0.56], [-2.24, 1.78, -1.58], [1.26, -1.93, 2.42], [-0.22, 0.54, 0.05], [-0.31, -0.10, 0.08], [-0.10, 0.31, -0.55], [0.36, 0.11, -0.19]], "lumo_energy_ev": 0.4, "smiles": "COP(=O)(OC)OC.COP(=O)(OC)OC.COP(=O)(OC)OC.COP(=O)(OC)OC.COP(=O)(OC)OC.COP(=O)(OC)OC.CNC(C)=O.ClCCCl", "homo_energy_ev": -9.11, "max_force_ev_per_a": 7.3}

---

{"formula": "C8H15NS", "method": "ωB97M-V/def2-TZVPD", "species": ["C", "C", "C", "C", "C", "C", "C", "C", "N", "S", "H", "H", "H", "H", "H", "H", "H", "H", "H", "H", "H", "H", "H", "H", "H"], "positions_angstrom": [[1.4143, 2.2320, 0.0869], [-0.3074, 0.4537, -2.5586], [0.8695, 1.6246, -0.9417], [-0.6132, -1.1547, 2.6149], [-1.7744, 0.5897, 1.1656], [1.7034, -1.4077, -1.7126], [0.1264, -0.8279, 0.2980], [-1.1751, -0.8068, 1.1798], [0.6595, 1.1710, -2.0487], [-0.0947, -1.2272, -1.3422], [1.6880, 3.2736, 0.0857], [1.3468, 1.6912, 1.0195], [-0.1858, 0.0996, -3.5476], [-1.4398, 0.7573, -2.4393], [-1.5354, -0.9493, 3.1834], [0.2849, -0.5406, 2.8335], [-0.2510, -2.2240, 2.7135], [-0.9846, 1.4048, 1.1877], [-2.3680, 0.8769, 0.2296], [-2.3934, 0.7678, 1.9738], [2.2204, -1.3775, -0.7151], [1.9854, -0.4977, -2.2629], [1.8470, -2.2836, -2.3230], [0.9603, -0.1637, 0.4343], [-1.9834, -1.4814, 0.8856]], "forces_ev_per_a": [[-0.46, 0.07, 0.58], [-4.59, -1.47, 0.08], [0.59, 0.61, 0.12], [-0.85, -0.56, -1.00], [1.26, 1.82, -2.38], [-0.22, 1.21, 0.31], [-2.92, -0.99, -1.97], [2.90, 0.77, -0.04], [1.98, 1.65, 0.60], [1.04, -0.27, 1.20], [-0.10, 0.16, -0.06], [0.47, 0.27, 0.17], [0.44, -0.29, -1.10], [2.02, -0.40, 0.18], [0.99, -0.21, 0.97], [-0.93, 0.05, 0.15], [-0.79, 1.13, -0.23], [-0.71, -1.07, 0.17], [0.73, -0.85, 1.02], [-1.51, 0.28, 1.80], [-0.50, -0.52, -1.21], [0.10, -0.53, 0.07], [0.24, -0.38, 0.15], [0.21, -0.01, 0.60], [0.60, -0.45, -0.18]], "lumo_energy_ev": [0.7, 0.7], "homo_energy_ev": [-7.37, -7.37], "max_force_ev_per_a": 4.8}

---

{"formula": "H5NO3Si", "method": "ωB97M-V/def2-TZVPD", "species": ["N", "O", "O", "O", "Si", "H", "H", "H", "H", "H"], "positions_angstrom": [[-1.4646, 0.4251, -0.3725], [0.4250, -1.7015, 0.1359], [0.6256, 0.7089, 1.9574], [1.0904, 0.1024, -1.5575], [0.0947, -0.2220, -0.3557], [-1.8773, 1.1381, -0.8757], [-1.9712, 0.4388, 0.5200], [0.5869, -1.8736, 1.0460], [0.9003, 1.5900, 1.6035], [1.5903, -0.6062, -2.1013]], "forces_ev_per_a": [[0.45, -1.69, 1.64], [-0.54, -0.65, -1.07], [-0.22, -0.21, -3.57], [1.06, -0.93, -2.19], [0.28, 1.48, 3.60], [-0.31, 1.52, -1.85], [0.77, -0.40, -0.20], [0.13, 0.00, 1.24], [-0.26, -0.88, 0.63], [-1.37, 1.77, 1.77]], "lumo_energy_ev": 0.0, "homo_energy_ev": -8.82, "max_force_ev_per_a": 3.9}